Record 1
DFT (ωB97M-V/def2-TZVPD) results for a structure of composition C23H57AlN3O10.

Summary:
Gap between HOMO and LUMO   1.85 eV

```
! wB97M-V def2-TZVPD RIJCOSX def2/J DEFGRID3
* xyz 1 1
Al 1.356 -4.178 -0.912
O 3.073 0.271 1.897
O 0.976 -1.543 0.307
O -0.311 -2.484 -2.867
O 1.292 0.530 -0.295
O -0.468 3.265 2.570
O 3.733 -3.692 -2.571
O 1.729 5.765 6.041
O 1.944 -1.184 -1.493
O -1.950 -4.262 -1.346
O 3.059 1.941 -1.876
N 1.395 -0.690 -0.493
N -0.252 3.421 5.665
N -2.829 -3.399 -1.965
C 2.269 7.032 5.730
C 4.331 1.898 -1.282
C -3.333 -2.388 -1.061
C -1.347 2.557 3.535
C -4.412 -2.934 -0.038
C -1.418 3.479 4.782
C 0.728 -0.897 -4.489
C -0.162 2.507 1.405
C -4.016 -1.258 -1.916
C 4.873 -2.853 -2.448
C -4.169 -2.742 -3.856
C 0.322 5.745 6.239
C -0.304 4.443 6.716
C -2.851 -4.684 -4.085
C 2.699 0.752 3.160
C -4.836 -4.830 -2.522
C -0.494 -1.372 -3.775
C -4.965 -1.726 -3.065
C -3.687 -3.906 -3.066
C -2.264 -1.520 -0.244
C 4.745 -1.609 -3.345
C 1.958 -0.241 4.055
C 5.304 2.922 -1.882
H 3.915 -4.039 -3.451
H 5.788 -3.428 -2.584
H 1.887 7.374 4.766
H 1.193 -0.863 3.590
H -1.319 4.505 7.110
H 1.126 -1.680 -5.135
H -4.543 -2.262 0.810
H -5.729 -4.280 -2.230
H 3.474 1.238 3.755
H -4.686 -0.758 -1.216
H 1.449 -0.563 -3.743
H -2.812 -0.630 0.053
H 6.310 2.503 -1.825
H 4.720 0.890 -1.449
H -1.074 2.449 0.805
H -4.123 -3.902 0.373
H -2.363 3.333 5.310
H -3.419 -2.134 -4.359
H 0.269 4.097 7.579
H -3.463 -4.734 -4.986
H -0.251 6.111 5.382
H -5.451 -3.034 -0.354
H 0.590 2.949 0.750
H 0.374 3.762 4.942
H 2.276 0.400 1.370
H 0.255 1.521 1.613
H 0.051 6.477 7.007
H -4.425 -5.410 -1.697
H 4.052 -0.841 -3.001
H -5.894 -2.018 -2.579
H -1.419 -1.303 -0.899
H 4.285 2.029 -0.199
H -5.073 -0.828 -3.673
H 2.088 7.800 6.485
H -5.131 -5.507 -3.322
H 2.479 1.328 -1.406
H -4.937 -3.057 -4.565
H 5.157 3.008 -2.960
H 4.460 -1.783 -4.385
H -1.780 -2.123 0.524
H 2.634 -0.947 4.541
H 3.351 6.934 5.650
H 4.743 -2.449 -1.443
H 2.069 1.636 3.019
H -2.569 -5.730 -3.957
H -0.995 -0.496 -3.352
H -1.264 -1.702 -4.478
H -1.167 -2.867 -2.679
H 1.590 0.435 4.830
H -3.323 -0.526 -2.329
H -1.524 4.492 4.381
H 0.497 -0.087 -5.181
H -2.292 2.365 3.026
H 5.730 -1.141 -3.384
H -1.935 -4.175 -4.389
H 5.284 3.917 -1.440
H -0.851 1.613 3.766
*
```

Want to see where the charge sits? The Löwdin charges in e are: Al 1.076; O -0.071; O -0.122; O -0.156; O -0.012; O -0.215; O -0.205; O -0.175; O -0.067; O 0.092; O -0.094; N -0.550; N -0.054; N 0.073; C -0.111; C -0.331; C -0.396; C -0.151; C 0.025; C -0.227; C -0.057; C -0.128; C -0.122; C -0.282; C -0.156; C -0.238; C -0.194; C -0.011; C -0.328; C 0.052; C -0.293; C -0.144; C -0.442; C 0.029; C -0.073; C -0.081; C -0.078; H 0.088; H 0.119; H 0.087; H 0.064; H 0.119; H 0.085; H 0.108; H 0.086; H 0.116; H 0.127; H 0.067; H 0.105; H 0.066; H 0.091; H 0.082; H 0.098; H 0.112; H 0.128; H 0.114; H 0.106; H 0.117; H 0.087; H 0.092; H 0.092; H 0.020; H 0.051; H 0.119; H 0.101; H 0.048; H 0.115; H 0.068; H 0.106; H 0.130; H 0.086; H 0.111; H 0.014; H 0.148; H 0.069; H 0.073; H 0.094; H 0.066; H 0.088; H 0.114; H 0.093; H 0.104; H 0.112; H 0.093; H -0.008; H 0.069; H 0.123; H 0.109; H 0.093; H 0.110; H 0.079; H 0.092; H 0.069; H 0.107

=====

Record 2
DFT (ωB97M-V/def2-TZVPD) results for the molecule C2H3NOS2.

Summary:
Relative energy (zero: lowest compared OMol25 entry of this formula, charge and spin)   122.44 kJ/mol
SMILES string   O=CC(=S)NS
Gap between HOMO and LUMO   8.43 eV

```
! wB97M-V def2-TZVPD RIJCOSX def2/J DEFGRID3
* xyz 0 1
S 0.604 0.914 -1.775
S -1.524 0.320 1.887
O 1.038 -1.573 -0.054
N -0.126 1.069 -0.233
C -0.573 0.077 0.570
C -0.084 -1.337 0.324
H -0.421 1.970 0.028
H 1.892 0.686 -1.357
H -0.806 -2.127 0.610
*
```

Want to see where the charge sits? The natural (NBO) charges in e are: S 0.198; S -0.057; O -0.489; N -0.707; C -0.011; C 0.370; H 0.413; H 0.133; H 0.149

=====

Record 3
DFT (ωB97M-V/def2-TZVPD) results for the molecule C6H12N4O2.

Summary:
Relative energy (zero: lowest compared OMol25 entry of this formula, charge and spin)   566.19 kJ/mol
SMILES string   CCCN1CCN/C1=N\[N+](=O)[O-]
Gap between HOMO and LUMO   10.03 eV

```
! wB97M-V def2-TZVPD RIJCOSX def2/J DEFGRID3
* xyz 0 1
O 3.683 -1.492 -0.323
O 3.376 0.542 0.142
N 1.628 -0.779 -0.073
N 2.946 -0.585 -0.045
N -0.398 0.448 -0.756
N 1.282 1.641 0.129
C 0.908 0.371 -0.267
C 0.037 2.526 0.116
C -1.101 1.468 0.105
C -0.787 -0.880 -1.139
C -1.702 -1.602 -0.143
C -0.867 -1.901 1.116
H -1.953 2.078 -0.413
H -0.101 3.264 -0.760
H -1.484 -0.825 -1.992
H -2.266 -0.769 0.190
H -0.024 -1.439 -1.591
H -0.133 -2.499 0.890
H 0.344 3.080 1.111
H -2.187 -2.336 -0.740
H -1.455 -2.512 1.731
H -1.535 1.179 1.125
H -0.558 -0.844 1.490
H 2.346 1.865 0.095
*
```

Want to see where the charge sits? The natural (NBO) charges in e are: O -0.373; O -0.492; N -0.464; N 0.630; N -0.425; N -0.624; C 0.639; C -0.239; C -0.252; C -0.217; C -0.400; C -0.581; H 0.227; H 0.209; H 0.185; H 0.187; H 0.240; H 0.208; H 0.235; H 0.215; H 0.206; H 0.216; H 0.190; H 0.480

=====

Record 4
DFT (ωB97M-V/def2-TZVPD) results for a cluster of 10 separate species, C18H33F14N13O28S14 in total.

Summary:
Relative energy (zero: lowest compared OMol25 entry of this formula, charge and spin)   0.00 kJ/mol
Gap between HOMO and LUMO   5.92 eV

```
! wB97M-V def2-TZVPD RIJCOSX def2/J DEFGRID3
* xyz -4 1
S 11.916 18.498 12.439
S 15.092 6.287 21.260
S 10.106 8.930 10.022
S 15.522 10.719 14.170
S 13.199 7.227 20.015
S 8.874 12.478 17.149
S 12.716 16.240 12.939
S 12.096 9.837 9.009
S 6.601 14.733 13.845
S 9.114 10.148 17.949
S 17.932 6.729 13.993
S 15.176 11.865 16.345
S 15.673 5.860 14.135
S 4.109 14.629 13.672
F 3.063 13.364 13.606
F 14.114 15.611 13.389
F 14.240 6.406 14.658
F 10.121 9.198 18.739
F 16.459 7.056 21.656
F 12.963 7.490 18.438
F 15.029 9.330 13.478
F 15.782 11.339 17.718
F 12.517 20.037 12.456
F 9.928 13.537 16.654
F 13.601 10.122 9.514
F 7.749 13.822 13.218
F 18.886 7.487 15.012
F 9.840 7.647 10.973
O 11.892 15.927 14.059
O 3.607 15.486 12.632
O 14.302 6.385 22.451
O 8.390 11.961 15.902
O 16.887 10.801 13.740
O 9.133 9.484 16.671
O 15.492 6.104 12.710
O 18.516 5.420 13.800
O 6.902 14.617 15.236
O 7.942 13.280 17.887
O 16.140 12.846 15.925
O 13.853 12.271 16.740
O 11.590 18.363 11.047
O 15.598 4.984 20.931
O 7.941 10.078 18.773
O 9.520 8.574 8.755
O 15.613 4.482 14.544
O 9.521 9.919 10.858
O 11.551 11.155 9.206
O 12.553 8.311 20.687
O 12.283 9.366 7.656
O 6.721 16.011 13.201
O 14.549 11.606 13.575
O 17.995 7.611 12.864
O 10.862 18.621 13.417
O 12.551 5.937 20.164
O 3.907 15.054 15.032
O 12.528 15.514 11.707
N 9.855 11.505 18.061
N 16.594 6.811 14.975
N 14.751 7.288 19.970
N 12.573 5.196 8.922
N 5.120 10.752 15.804
N 15.263 10.332 15.666
N 13.233 17.817 12.903
N 5.351 13.782 13.383
N 6.772 9.931 14.668
N 11.503 11.145 14.001
N 11.938 5.703 6.900
N 12.224 9.124 13.775
N 11.786 8.774 10.083
C 4.079 11.666 16.272
C 12.076 9.349 15.112
C 10.930 12.793 12.229
C 11.007 12.492 13.722
C 6.363 8.977 15.598
C 12.578 4.489 6.855
C 12.701 7.894 13.166
C 5.235 9.419 16.158
C 14.072 6.089 10.638
C 12.958 4.154 8.111
C 4.655 12.809 17.139
C 11.582 10.619 15.284
C 7.920 9.748 13.784
C 11.956 10.261 13.123
C 5.946 10.971 14.769
C 11.973 6.115 8.170
C 12.804 5.298 10.387
C 11.295 6.367 5.789
H 10.217 6.253 5.878
H 12.929 7.123 13.888
H 10.085 12.745 14.237
H 3.624 12.126 15.394
H 8.559 10.625 13.720
H 5.216 13.410 16.422
H 11.750 13.192 14.114
H 13.942 7.171 10.598
H 10.545 13.808 12.132
H 14.937 5.783 10.050
H 5.409 12.453 17.840
H 12.360 8.607 15.841
H 11.922 7.587 12.461
H 5.854 11.830 14.118
H 13.551 8.129 12.527
H 11.981 10.374 12.056
H 11.899 12.679 11.749
H 12.768 3.988 5.921
H 4.541 8.968 16.844
H 11.272 11.212 16.121
H 11.523 7.025 8.521
H 13.494 3.267 8.395
H 10.152 12.240 11.693
H 11.638 5.948 4.846
H 3.350 11.082 16.833
H 11.878 5.700 10.791
H 8.446 8.851 14.088
H 12.926 4.252 10.670
H 7.566 9.622 12.757
H 14.405 5.944 11.674
H 11.565 7.424 5.794
H 6.966 8.092 15.701
H 3.808 13.324 17.583
*
```

Results of the Löwdin charge analysis, in e, for atoms 1 through 99: S 0.452; S 0.527; S 0.535; S 0.459; S 0.437; S 0.506; S 0.507; S 0.430; S 0.523; S 0.436; S 0.509; S 0.533; S 0.513; S 0.462; F -0.254; F -0.197; F -0.227; F -0.174; F -0.234; F -0.214; F -0.227; F -0.206; F -0.269; F -0.149; F -0.187; F -0.177; F -0.189; F -0.219; O -0.273; O -0.293; O -0.311; O -0.306; O -0.282; O -0.314; O -0.343; O -0.312; O -0.265; O -0.275; O -0.291; O -0.282; O -0.311; O -0.311; O -0.301; O -0.291; O -0.288; O -0.257; O -0.258; O -0.291; O -0.310; O -0.250; O -0.302; O -0.282; O -0.300; O -0.330; O -0.293; O -0.290; N -0.255; N -0.228; N -0.268; N -0.027; N -0.023; N -0.262; N -0.289; N -0.313; N -0.058; N -0.005; N -0.080; N -0.060; N -0.267; C -0.158; C 0.003; C -0.069; C -0.145; C -0.028; C -0.042; C -0.012; C -0.021; C -0.065; C -0.016; C -0.042; C 0.010; C 0.015; C -0.052; C -0.002; C 0.008; C -0.117; C 0.015; H 0.104; H 0.072; H 0.095; H 0.094; H 0.089; H 0.043; H 0.129; H 0.071; H 0.075; H 0.095; H 0.076; H 0.139

=====

no.,highest occupied orbital energy (Eh)
1,-0.369
2,-0.338
3,-0.351
4,-0.054